(1)
{"formula": "C11H36BN5O5P3", "method": "ωB97M-V/def2-TZVPD", "charge": 1, "symbols": ["C", "B", "O", "N", "C", "C", "C", "C", "N", "P", "P", "O", "O", "O", "H", "H", "H", "H", "H", "H", "H", "H", "H", "H", "H", "H", "H", "H", "H", "H", "H", "H", "O", "P", "N", "C", "C", "N", "C", "C", "N", "C", "C", "H", "H", "H", "H", "H", "H", "H", "H", "H", "H", "H", "H", "H", "H", "H", "H", "H", "H"], "positions_angstrom": [[3.8259, -4.7344, 1.3549], [3.9173, -4.8266, -0.1874], [5.0529, -4.7865, -0.9239], [2.6451, -5.0351, -1.0638], [1.6944, -3.8553, -0.9336], [2.4046, -2.5284, -1.1966], [1.5120, -1.5256, -1.9365], [0.5248, -0.7918, -1.0110], [0.1596, -1.5769, 0.1747], [1.9057, -6.6635, -0.6292], [-0.2345, -6.3051, -0.3021], [-0.3907, -5.5556, 0.9368], [-0.7618, -7.8005, -0.2630], [-1.0125, -5.5936, -1.5072], [3.1726, -3.9246, 1.6904], [3.4983, -5.6848, 1.7823], [4.8187, -4.5346, 1.7587], [5.5445, -3.9606, -0.8578], [2.9310, -5.0995, -2.0424], [1.2503, -3.8657, 0.0582], [0.9294, -3.9839, -1.6966], [3.2876, -2.6981, -1.8262], [2.7698, -2.0986, -0.2622], [0.9804, -1.9986, -2.7649], [2.1779, -0.7735, -2.3622], [-0.3779, -0.5859, -1.5979], [0.8906, 0.1800, -0.6849], [-0.2857, -0.9927, 0.8686], [-0.4713, -2.3361, -0.0534], [1.9982, -7.3774, -1.8420], [-1.6431, -7.8690, -0.6581], [-0.6488, -5.7513, -2.3874], [-0.2912, 2.9949, -0.0114], [-1.3372, 3.8022, 0.6655], [-2.5701, 4.0830, -0.4756], [-2.3404, 5.0295, -1.5591], [-3.1083, 2.8265, -0.9853], [-0.5245, 5.2315, 1.0696], [-1.0778, 6.5578, 0.8917], [0.9294, 5.2338, 0.9557], [-2.3003, 3.7708, 2.0705], [-1.8089, 2.8153, 3.0743], [-3.7636, 3.7560, 2.0242], [-3.2085, 5.0226, -2.2202], [-1.4505, 4.7922, -2.1567], [-2.2516, 6.0429, -1.1855], [-3.3027, 2.1309, -0.1651], [-2.4211, 2.3335, -1.6835], [-4.0594, 3.0082, -1.4893], [-0.8823, 6.9530, -0.1107], [-0.6312, 7.2478, 1.6121], [-2.1537, 6.5657, 1.0729], [1.2753, 5.4099, -0.0705], [1.3463, 4.2883, 1.2894], [1.3309, 6.0207, 1.5974], [-2.0048, 1.7740, 2.7936], [-2.2803, 3.0084, 4.0373], [-0.7310, 2.9370, 3.2046], [-4.1909, 2.8348, 1.6147], [-4.1386, 4.5992, 1.4547], [-4.1186, 3.8633, 3.0504]]}

(2)
{"formula": "C11H38ClO12", "method": "ωB97M-V/def2-TZVPD", "charge": -1, "de_lowest_ev": 0.653, "symbols": ["Cl", "O", "O", "O", "O", "C", "C", "O", "H", "H", "H", "H", "H", "H", "C", "C", "O", "H", "H", "H", "H", "H", "H", "C", "C", "O", "H", "H", "H", "H", "H", "H", "C", "O", "H", "H", "H", "H", "C", "O", "H", "H", "H", "H", "C", "O", "H", "H", "H", "H", "C", "O", "H", "H", "H", "H", "C", "O", "H", "H", "H", "H"], "positions_angstrom": [[18.4808, -13.7577, 11.1118], [18.1927, -14.0648, 12.4961], [17.7854, -12.5622, 10.7229], [19.9038, -13.5398, 10.9664], [18.1300, -14.8669, 10.2480], [17.3161, -14.4298, 6.6954], [18.7392, -14.9905, 6.7485], [19.6019, -14.1554, 7.5185], [16.7689, -14.7790, 7.5726], [16.8029, -14.8041, 5.8051], [17.2869, -13.3415, 6.6907], [19.1639, -15.1044, 5.7531], [18.7067, -15.9660, 7.2455], [19.1071, -13.9748, 8.3276], [17.2145, -8.8592, 11.7902], [18.1960, -7.8242, 11.2513], [19.4683, -7.9146, 11.8823], [17.0147, -8.8117, 12.8620], [17.6921, -9.8194, 11.5835], [16.2668, -8.7747, 11.2551], [17.7951, -6.8064, 11.3353], [18.4136, -8.0574, 10.2099], [19.3829, -7.6431, 12.8005], [21.2955, -15.6332, 13.0612], [21.9511, -14.4136, 13.6981], [23.0890, -13.9789, 12.9583], [20.3719, -15.8657, 13.5995], [21.9223, -16.5150, 13.2238], [21.0517, -15.4572, 12.0167], [22.2437, -14.7087, 14.7144], [21.2633, -13.5760, 13.7762], [23.4111, -14.7346, 12.4560], [18.7394, -17.8855, 11.6444], [19.8631, -18.7418, 11.9139], [18.4946, -17.2692, 12.5109], [18.9996, -17.1995, 10.8424], [17.8894, -18.5115, 11.3679], [19.9433, -18.8152, 12.8669], [15.1182, -15.5446, 13.5627], [16.0765, -14.8744, 14.3597], [14.6683, -14.8608, 12.8347], [15.5664, -16.3948, 13.0423], [14.3143, -15.8825, 14.2157], [16.7651, -14.5404, 13.7712], [19.7225, -10.9097, 14.3920], [20.1794, -11.3960, 13.1619], [20.5535, -10.4367, 14.9194], [18.8995, -10.1933, 14.2911], [19.3926, -11.7074, 15.0722], [19.6219, -12.1093, 12.8359], [22.9924, -13.3219, 9.5294], [23.1194, -12.3846, 10.5808], [23.9771, -13.6241, 9.1389], [22.4580, -14.2332, 9.8159], [22.4519, -12.8425, 8.7132], [23.1846, -12.9141, 11.3894], [20.0566, -10.6579, 8.5964], [20.8240, -10.8611, 9.7487], [19.0161, -10.3542, 8.8172], [20.4381, -9.7978, 8.0405], [19.9774, -11.5358, 7.9467], [20.4536, -11.6106, 10.2320]]}

(3)
{"formula": "C11H38N6O8", "method": "ωB97M-V/def2-TZVPD", "de_lowest_ev": 3.213, "symbols": ["N", "C", "N", "O", "H", "H", "H", "H", "N", "C", "N", "O", "H", "H", "H", "H", "N", "C", "N", "O", "H", "H", "H", "H", "C", "C", "O", "H", "H", "H", "H", "H", "H", "C", "C", "O", "H", "H", "H", "H", "H", "H", "C", "C", "O", "H", "H", "H", "H", "H", "H", "C", "O", "H", "H", "H", "H", "C", "O", "H", "H", "H", "H"], "positions_angstrom": [[-10.8071, 24.7186, 19.6261], [-9.6283, 25.1475, 19.3912], [-9.2988, 24.9046, 18.1396], [-8.7125, 25.6127, 20.3035], [-11.2514, 24.7730, 20.5222], [-11.3795, 24.4015, 18.8329], [-8.3194, 25.0441, 17.7631], [-9.9082, 24.5478, 17.3914], [-6.7976, 27.9700, 13.6428], [-5.7479, 28.6282, 13.2137], [-5.1164, 28.0781, 12.1809], [-5.2768, 29.7290, 13.8935], [-7.2428, 28.2752, 14.5487], [-7.3121, 27.2353, 13.1975], [-4.2394, 28.4592, 11.8626], [-5.3465, 27.1609, 11.7934], [-9.4185, 26.6049, 10.6907], [-9.3836, 25.8047, 11.6614], [-10.3525, 24.9223, 11.6011], [-8.4332, 25.8662, 12.6736], [-8.6862, 27.3269, 10.5835], [-10.1583, 26.6741, 9.9630], [-10.3572, 24.0461, 12.1450], [-11.0210, 24.9776, 10.8544], [-13.0863, 27.9432, 11.5788], [-12.0345, 27.9225, 12.6413], [-11.8641, 26.6286, 12.9922], [-13.9719, 27.3975, 11.9758], [-12.6662, 27.4166, 10.6919], [-13.2019, 28.9986, 11.3336], [-12.3471, 28.4950, 13.4696], [-11.0837, 28.3261, 12.3342], [-11.5193, 26.0497, 12.3159], [-4.5012, 25.8224, 18.3617], [-5.9840, 26.1445, 18.3930], [-6.6066, 25.3489, 17.3824], [-4.0212, 26.2296, 17.4710], [-4.3143, 24.7348, 18.4053], [-3.8358, 26.2832, 19.0659], [-6.2005, 27.2658, 18.3918], [-6.4101, 25.6857, 19.2945], [-6.2983, 25.4285, 16.4680], [-8.5619, 23.1093, 15.2824], [-9.8234, 23.1648, 14.4740], [-9.7184, 22.5180, 13.2452], [-8.7013, 23.7099, 16.1940], [-7.7148, 23.6014, 14.7755], [-8.3462, 22.0747, 15.5843], [-10.0801, 24.2334, 14.3424], [-10.7440, 22.7053, 14.9447], [-10.5884, 22.1892, 12.9679], [-9.1717, 27.1207, 15.5404], [-8.0321, 27.8594, 15.9916], [-8.8944, 26.0879, 15.2270], [-9.5995, 27.4703, 14.6924], [-9.8957, 27.1785, 16.3431], [-7.5881, 27.3798, 16.7075], [-12.1889, 25.5980, 16.3483], [-11.8001, 24.2497, 16.7040], [-13.2321, 25.6803, 16.5147], [-11.8241, 25.8537, 15.4032], [-11.8470, 26.2091, 17.1789], [-12.2008, 23.6716, 16.0577]]}

(4)
{"formula": "C11H39ClN15O12", "method": "ωB97M-V/def2-TZVPD", "charge": -1, "de_lowest_ev": 0.000, "symbols": ["Cl", "O", "O", "O", "O", "C", "O", "N", "N", "H", "H", "H", "H", "C", "O", "N", "N", "H", "H", "H", "H", "C", "O", "N", "N", "H", "H", "H", "H", "C", "O", "N", "N", "H", "H", "H", "H", "C", "O", "N", "N", "H", "H", "H", "H", "C", "O", "N", "N", "H", "H", "H", "H", "C", "O", "N", "N", "H", "H", "H", "H", "C", "C", "C", "O", "C", "N", "H", "H", "H", "H", "H", "H", "H", "H", "H", "H", "H"], "positions_angstrom": [[16.5371, 17.9947, 3.2973], [16.2427, 19.1027, 4.1631], [16.9048, 16.8273, 4.0559], [15.3337, 17.7162, 2.5295], [17.6016, 18.2685, 2.3737], [18.3328, 12.9105, 4.0908], [17.9865, 12.5710, 5.2216], [19.0205, 12.0361, 3.2832], [18.0289, 14.0979, 3.5135], [19.0659, 11.1370, 3.7298], [19.5566, 12.3180, 2.4817], [18.3495, 14.2504, 2.5540], [17.6523, 14.8502, 4.0697], [19.3616, 21.9851, 4.6625], [20.3659, 21.6651, 5.2728], [18.8898, 23.2765, 4.6724], [18.6308, 21.1210, 3.9138], [19.4941, 23.9366, 5.1241], [18.1844, 23.5802, 4.0294], [18.8649, 20.1436, 3.9169], [17.7631, 21.3468, 3.4630], [15.5373, 14.5151, 0.0602], [15.1112, 15.2831, -0.7712], [15.7876, 13.1729, -0.2017], [15.8118, 14.8172, 1.3696], [15.5067, 12.8230, -1.0951], [16.1889, 12.6219, 0.5329], [15.5058, 15.7132, 1.7226], [16.4373, 14.2601, 1.9323], [12.2189, 19.3843, 4.4000], [11.0921, 19.8332, 4.5306], [12.9712, 18.8718, 5.4130], [12.9021, 19.3944, 3.2114], [12.5713, 18.8085, 6.3298], [13.8696, 18.4490, 5.2638], [13.6261, 18.7003, 3.0795], [12.4501, 19.7527, 2.3924], [21.6763, 15.8608, 3.7636], [22.6346, 16.5941, 3.8869], [21.7189, 14.5064, 4.0526], [20.4308, 16.2705, 3.3603], [22.6352, 14.2357, 4.3554], [20.9140, 13.9545, 3.8312], [19.5734, 15.7588, 3.4374], [20.3560, 17.2632, 3.2169], [19.6018, 15.2482, 0.4953], [19.1543, 14.2080, 0.9836], [20.8439, 15.3714, -0.0274], [18.8176, 16.3369, 0.3101], [21.3488, 14.5198, -0.1947], [21.3149, 16.2363, -0.2394], [17.8600, 16.2308, 0.6094], [19.1430, 17.1751, -0.1253], [18.1948, 15.8675, 7.1920], [19.3142, 15.5707, 7.5759], [17.3747, 15.0611, 6.4755], [17.6823, 17.1156, 7.4542], [16.5096, 15.4598, 6.1601], [17.6823, 14.1344, 6.1861], [18.3362, 17.6399, 8.0069], [16.8522, 17.5144, 7.0631], [21.4520, 18.4876, -2.0493], [21.8482, 19.1561, -0.7402], [20.7139, 19.4890, 0.2157], [19.8103, 20.3351, -0.4876], [18.7139, 20.7226, 0.3196], [22.8105, 18.2845, -0.0318], [20.9640, 17.5221, -1.8584], [22.2745, 18.1761, -2.6977], [20.7725, 19.1111, -2.6266], [22.3586, 20.0808, -1.0447], [21.0658, 20.0734, 1.0695], [20.2280, 18.5551, 0.5073], [18.9791, 21.0457, 1.3320], [18.0065, 19.8934, 0.4251], [18.2356, 21.5517, -0.2003], [23.1358, 18.7143, 0.8302], [23.6400, 18.2981, -0.6208]]}

(5)
{"formula": "C11H42N14O10", "method": "ωB97M-V/def2-TZVPD", "de_lowest_ev": 3.910, "symbols": ["N", "C", "N", "O", "H", "H", "H", "H", "N", "C", "N", "O", "H", "H", "H", "H", "N", "C", "N", "O", "H", "H", "H", "H", "N", "C", "N", "O", "H", "H", "H", "H", "N", "C", "N", "O", "H", "H", "H", "H", "N", "C", "N", "O", "H", "H", "H", "H", "N", "C", "N", "O", "H", "H", "H", "H", "C", "C", "O", "H", "H", "H", "H", "H", "H", "C", "O", "H", "H", "H", "H", "C", "O", "H", "H", "H", "H"], "positions_angstrom": [[2.4010, 0.4887, 2.3816], [2.7720, 1.6847, 2.2326], [3.7420, 1.9037, 2.9756], [2.2690, 2.6297, 1.3346], [1.6030, 0.1727, 1.8916], [2.9460, -0.0883, 2.9676], [4.2640, 2.8507, 2.7516], [4.0230, 1.2607, 3.6326], [-2.3720, -0.5213, 2.5556], [-1.2290, -0.8373, 3.0546], [-0.7390, -1.9223, 2.5526], [-0.5470, -0.0323, 3.8576], [-2.8480, 0.3877, 2.8576], [-2.9600, -1.1243, 1.9716], [0.0400, -2.3593, 3.1096], [-1.2730, -2.5933, 1.9206], [-1.7720, -1.8003, -1.6254], [-1.0760, -2.8803, -1.5794], [-0.4800, -3.0363, -0.4364], [-1.1120, -3.7753, -2.6374], [-2.0980, -1.5773, -2.5494], [-1.4980, -0.9553, -1.0224], [0.0560, -3.9443, -0.2104], [-0.1750, -2.1433, -0.0114], [-2.5930, 2.1357, -1.4844], [-3.7840, 2.0207, -0.8934], [-3.7270, 2.3697, 0.3706], [-4.8210, 1.3437, -1.4614], [-2.6710, 1.9817, -2.5144], [-1.8380, 2.7487, -1.2094], [-4.5150, 1.9917, 0.9316], [-2.8390, 2.6717, 0.8676], [-0.3910, 3.3237, -0.5974], [-0.6390, 3.6227, 0.6276], [-1.0420, 2.6217, 1.3706], [-0.8210, 4.9447, 1.0816], [-0.0200, 4.1237, -1.1404], [-0.1390, 2.3847, -0.8964], [-0.9960, 2.7707, 2.3656], [-1.0400, 1.6957, 1.0386], [-3.5950, -1.9903, 0.4866], [-3.5190, -3.0853, 1.1236], [-2.3680, -3.7063, 1.1356], [-4.5030, -3.6033, 1.9106], [-4.4890, -1.7173, 0.3576], [-2.8670, -1.9573, -0.2124], [-1.6720, -3.4433, 0.3896], [-2.3280, -4.7063, 1.4926], [-1.3950, 0.1737, -0.0064], [-0.1390, 0.0157, -0.2124], [0.4830, -0.7753, 0.5696], [0.4340, 0.6247, -1.1814], [-1.9320, 0.8017, -0.6384], [-1.8040, -0.1423, 0.9046], [1.4320, -1.0403, 0.2626], [0.1250, -1.3043, 1.4136], [3.9100, 2.1227, -2.9774], [2.9580, 2.2897, -1.7614], [3.3730, 3.4707, -1.0684], [3.6460, 1.3277, -3.6334], [4.8290, 1.9037, -2.5174], [3.8220, 2.9977, -3.6234], [3.0190, 1.3737, -1.1824], [1.8630, 2.5727, -1.9304], [3.0390, 3.4697, -0.1574], [1.2450, -0.6233, -3.8694], [1.7200, -0.9083, -5.1724], [0.6510, 0.3077, -3.8744], [2.1070, -0.3893, -3.2964], [0.5950, -1.4803, -3.4414], [0.9800, -1.4053, -5.5714], [2.8750, -2.8063, 1.2506], [2.9500, -2.0633, 0.1216], [3.5620, -3.6743, 1.1436], [1.8250, -3.0923, 1.4036], [3.2650, -2.1423, 2.0436], [3.8450, -1.9353, -0.1154]]}

(6)
{"formula": "C11H42N6O10", "method": "ωB97M-V/def2-TZVPD", "de_lowest_ev": 1.154, "symbols": ["N", "C", "N", "O", "H", "H", "H", "H", "N", "C", "N", "O", "H", "H", "H", "H", "N", "C", "N", "O", "H", "H", "H", "H", "C", "C", "O", "H", "H", "H", "H", "H", "H", "C", "O", "H", "H", "H", "H", "C", "O", "H", "H", "H", "H", "C", "O", "H", "H", "H", "H", "C", "O", "H", "H", "H", "H", "C", "O", "H", "H", "H", "H", "C", "O", "H", "H", "H", "H"], "positions_angstrom": [[0.2213, 0.1295, 0.5210], [-0.1407, 0.2075, -0.7162], [0.9427, -0.1758, -1.4300], [-1.1693, 0.6497, -1.1900], [-0.4053, 0.3671, 1.2766], [0.9305, -0.5713, 0.6822], [1.8164, -0.3984, -0.9748], [0.8258, -0.2231, -2.4321], [3.7402, -4.0603, 6.4567], [4.3425, -3.2890, 5.5474], [5.5857, -3.2103, 5.8678], [3.7948, -2.6248, 4.6479], [2.7367, -4.1247, 6.5512], [4.3402, -4.4371, 7.1765], [6.1908, -3.8420, 6.3725], [6.0413, -2.4458, 5.3902], [-4.7081, 4.1521, -2.9262], [-5.8854, 4.1035, -2.4819], [-6.0013, 3.2001, -1.5342], [-6.8318, 4.6838, -2.9277], [-4.5584, 4.8961, -3.5926], [-3.9398, 3.6487, -2.5062], [-5.2979, 2.4789, -1.4622], [-6.9567, 2.9368, -1.3391], [2.3695, -6.1157, -0.7237], [1.0442, -5.4614, -0.9087], [0.9548, -5.0125, -2.3060], [2.5689, -6.3274, 0.3268], [3.1494, -5.4680, -1.1243], [2.5257, -6.9549, -1.4015], [0.9635, -4.5518, -0.3136], [0.3294, -6.2403, -0.6434], [1.0700, -4.0683, -2.4353], [7.0899, -2.0461, 0.0670], [5.6416, -1.9314, 0.1608], [7.2727, -2.5094, 1.0365], [7.3508, -2.7616, -0.7127], [7.7306, -1.1649, 0.1015], [5.3454, -2.0467, 1.0667], [3.7771, 4.3538, -2.1462], [4.1724, 5.6115, -1.6334], [4.2831, 3.9429, -3.0199], [3.7341, 3.5988, -1.3612], [2.7192, 4.4412, -2.3938], [5.1313, 5.6405, -1.5967], [-5.4400, -0.0356, 4.7981], [-4.2968, 0.4637, 4.1396], [-5.5453, 0.5791, 5.6920], [-6.1915, 0.0663, 4.0152], [-5.3095, -1.1135, 4.8940], [-4.1964, 1.3441, 4.5091], [-3.6573, 5.7255, 2.8340], [-4.2487, 5.4222, 4.0124], [-3.5081, 4.7777, 2.3168], [-4.4107, 6.3323, 2.3317], [-2.7239, 6.2850, 2.8956], [-5.1484, 5.1422, 3.8292], [-5.2253, -2.8609, -1.7115], [-4.5755, -4.0485, -1.9385], [-6.2597, -3.0982, -1.4628], [-4.7749, -2.4650, -0.8012], [-5.0896, -2.1246, -2.5037], [-3.6542, -3.9212, -2.1765], [1.1947, 2.8123, -6.7776], [2.4372, 2.2656, -6.4702], [0.5503, 2.8935, -5.9022], [1.2799, 3.8075, -7.2138], [0.7467, 2.0917, -7.4619], [3.2090, 2.6796, -6.8633]]}

no.,HOMO energy (eV),HOMO-LUMO gap (eV),LUMO level (eV)
1,-9.9,6.66,-3.3
2,-6.4,9.21,2.8
3,-8.2,7.91,-0.3
4,-7.2,9.54,2.4
5,-9.3,8.66,-0.6
6,-9.5,9.66,0.1